# C32H54ErN2O3P2

A molecular structure, C32H54ErN2O3P2 (ωB97M-V with the def2-TZVPD basis set, OMol25).

Output
Gap between HOMO and LUMO (spin up / spin down) in eV: 4.18 / 4.30
E_LUMO (spin up / spin down) in eV: -5.13 / -5.00
2S+1: 4
Molar mass in g mol⁻¹: 744.00
Net charge: +1

Last column: Löwdin spin population.
Element x y z (Å)
1 Er -0.1502 2.9120 -1.1182  3.04
2 C 0.3011 1.9385 1.1872  -0.01
3 C 1.5196 2.5707 0.7803  0.00
4 C -0.1178 4.2570 0.9292  -0.01
5 C -0.7278 2.9684 1.2758  -0.01
6 C 1.2630 3.9632 0.5429  -0.01
7 C 0.2235 0.6409 1.9230  0.00
8 H 1.1653 0.0794 1.9678  0.00
9 H -0.5065 -0.0221 1.4703  0.00
10 H -0.0891 0.7358 2.9670  0.00
11 C -1.8296 2.8071 2.2738  0.00
12 H -1.9463 1.7727 2.6618  0.00
13 H -2.8007 3.1104 1.8550  0.00
14 H -1.6169 3.4321 3.1683  0.00
15 C -0.4390 5.5328 1.6455  0.00
16 H -0.8830 5.3273 2.6228  0.00
17 H -1.1537 6.2144 1.1562  0.00
18 H 0.4749 6.1147 1.7966  0.00
19 C 2.4213 4.8990 0.6098  0.00
20 H 2.5085 5.4005 1.5872  0.00
21 H 2.3881 5.6563 -0.1806  0.00
22 H 3.3686 4.3560 0.4810  0.00
23 C 2.9007 2.0548 1.0386  0.00
24 H 3.5354 2.7940 1.5560  0.00
25 H 3.4104 1.8167 0.1025  0.00
26 H 2.9267 1.1719 1.6908  0.00
27 C 0.5633 -2.2482 0.0769  0.00
28 C 1.6943 -2.4609 0.7717  0.00
29 C 3.0443 -2.0099 0.3466  0.00
30 C 3.2756 -2.3653 -1.1584  0.00
31 C 3.3677 -1.2015 -2.0637  0.00
32 C 2.4852 -0.1938 -1.9536  0.00
33 C 1.3986 -0.1137 -0.9306  0.00
34 C 0.2212 -1.1188 -0.8250  0.00
35 H 3.8576 -2.4386 0.9580  0.00
36 H 2.4048 -2.9314 -1.5157  0.00
37 H 3.0554 -0.9138 0.5038  0.00
38 H -0.1568 -1.3744 -1.8436  0.00
39 H -0.2093 -3.0204 0.1215  0.00
40 H 1.6798 -3.1193 1.6530  0.00
41 H -0.6439 -0.6128 -0.3269  0.00
42 H 1.8103 -0.0451 0.0839  0.00
43 H 2.5284 0.7066 -2.5871  0.00
44 H 0.8636 0.8509 -1.1596  0.00
45 H 4.0948 -3.0891 -1.2904  0.00
46 H 4.1358 -1.1862 -2.8356  0.00
47 P -0.1406 0.4129 -3.9693  0.00
48 P -0.2883 3.5236 -3.8811  0.00
49 C -0.4138 1.2212 -5.6543  0.00
50 C -1.0132 2.6109 -5.4364  0.00
51 H -1.1051 0.5973 -6.2515  0.00
52 H 0.5706 1.2781 -6.1709  0.00
53 H -0.7755 3.2475 -6.3031  0.00
54 H -2.1159 2.6023 -5.3696  0.00
55 C -0.8618 5.1201 -4.5791  0.00
56 H -0.3272 5.9518 -4.1206  0.00
57 H -1.9382 5.2364 -4.4346  0.00
58 H -0.6777 5.1722 -5.6576  0.00
59 C 1.4117 3.4734 -4.6175  0.00
60 H 1.3355 3.5337 -5.7151  0.00
61 H 1.9285 2.5396 -4.3477  0.00
62 H 1.9507 4.3552 -4.2499  0.00
63 C -1.7955 -0.4380 -3.8645  0.00
64 H -1.9097 -0.8100 -2.8380  0.00
65 H -1.8149 -1.2856 -4.5684  0.00
66 H -2.5845 0.2814 -4.1124  0.00
67 C 0.7371 -1.1193 -4.5864  0.00
68 H 1.1272 -0.9718 -5.5983  0.00
69 H 0.0848 -2.0011 -4.6112  0.00
70 H 1.5681 -1.3508 -3.9125  0.00
71 C -0.5884 -4.4446 5.7150  0.00
72 C -1.3514 -5.0585 4.5659  0.00
73 C -2.2379 -4.0557 3.7641  0.00
74 C -3.0387 -4.9134 2.7094  0.00
75 C -2.1712 -5.9062 1.9706  0.00
76 C -3.1784 -3.3357 4.7351  0.00
77 O -3.9075 -3.9126 5.5385  0.00
78 N -3.1428 -1.9611 4.7190  0.00
79 C -2.3707 -1.1136 3.8866  0.00
80 O -2.5182 0.0958 4.0086  0.00
81 N -1.5133 -1.7086 3.0066  0.00
82 C -1.3202 -3.0333 3.0169  0.00
83 O -0.3684 -3.5776 2.4204  0.00
84 H 0.0293 -3.6062 5.3754  0.00
85 H 0.0621 -5.2060 6.1550  0.00
86 H -1.2915 -4.0972 6.4786  0.00
87 H -0.6554 -5.5286 3.8599  0.00
88 H -2.0157 -5.8579 4.9375  0.00
89 H -3.8197 -5.4499 3.2719  0.00
90 H -3.5464 -4.2098 2.0295  0.00
91 H -2.0737 -6.8356 2.5387  0.00
92 H -2.6123 -6.1240 0.9974  0.00
93 H -1.1743 -5.4882 1.7977  0.00
94 H -3.7650 -1.4713 5.3361  0.00